Here is a molecular structure, C55H95AsF6N8 in a non-equilibrium geometry from the Open Molecules 2025 dataset. Energies are from ωB97M-V/def2-TZVPD.

For the orbital gap (alpha / beta), the calculation gives 6.3 / 2.5 eV. The highest occupied orbital energy (alpha / beta) comes out at -12.782 / -12.782 eV. The lowest unoccupied orbital energy (alpha / beta) is -6.44 / -10.24 eV. The calculation puts the total energy at -5424.80461 Eh.

Geometry as ORCA input:
```
! wB97M-V def2-TZVPD RIJCOSX def2/J DEFGRID3
* xyz 3 2
C -1.02286 -8.25535 1.29268
C -0.86077 -6.88669 0.66649
C -2.20247 -6.35455 0.11657
N -2.15547 -4.86096 -0.39687
C -0.82763 -4.77107 -1.22085
C -0.84159 -3.50515 -2.14152
C -2.20421 -3.24879 -2.80721
C -3.43527 -3.24528 -1.91188
C -3.46341 -4.56811 -1.13563
C -1.96704 -3.85863 0.78343
H -1.58033 -9.01530 0.74515
H -1.61453 -8.23155 2.20781
H -0.08862 -8.61217 1.72622
H -0.01089 -6.90875 -0.01566
H -0.63567 -6.19878 1.48148
H -3.02418 -6.54091 0.80807
H -2.40468 -6.98707 -0.74780
H -0.69698 -5.62700 -1.88297
H 0.05921 -4.73588 -0.58808
H 0.02754 -3.43530 -2.79562
H -0.72001 -2.68142 -1.43813
H -2.35662 -3.97830 -3.60264
H -2.27290 -2.30007 -3.33949
H -4.35822 -3.07674 -2.46674
H -3.53272 -2.39294 -1.23949
H -3.55956 -5.34922 -1.88978
H -4.32821 -4.71833 -0.48936
H -2.71904 -4.03544 1.55241
H -2.15540 -2.84374 0.43328
H -0.94453 -3.88312 1.16021
C -5.71070 2.64345 2.08740
C -5.90297 2.78668 0.59152
C -4.62001 2.57191 -0.24679
N -4.79445 2.55379 -1.79058
C -5.26028 3.97975 -2.24574
C -5.12981 4.33317 -3.78924
C -3.74994 4.08048 -4.26129
C -3.15852 2.71140 -3.81119
C -3.33652 2.55115 -2.30342
C -5.58441 1.33685 -2.29284
H -5.11297 1.78660 2.39826
H -6.63083 2.60231 2.67031
H -5.19140 3.51577 2.48424
H -6.33101 3.76878 0.39061
H -6.71771 2.11164 0.32957
H -4.26693 1.56948 -0.00476
H -3.88081 3.36193 -0.11434
H -4.77594 4.76147 -1.66056
H -6.33276 3.93168 -2.05712
H -5.43586 5.37453 -3.88912
H -5.75670 3.76377 -4.47546
H -3.12520 4.86209 -3.82901
H -3.70988 4.12935 -5.34946
H -2.08331 2.83366 -3.94177
H -3.41166 1.89646 -4.48936
H -2.81547 3.40092 -1.86243
H -2.98438 1.58156 -1.95132
H -6.61105 1.49226 -1.96125
H -5.28982 0.37620 -1.87038
H -5.65841 1.33555 -3.38032
C 5.47396 0.51078 -3.49575
C 5.64049 -0.46316 -2.32255
C 5.05148 0.07127 -0.98703
C 5.58681 -0.83017 0.10752
N 5.04914 -0.36943 1.49999
C 5.37678 -1.52617 2.59466
C 4.30419 -1.26955 3.71589
C 3.05566 -0.88099 2.83569
C 3.51039 -0.44250 1.49470
C 5.56632 1.04306 1.80477
C 7.12071 1.23555 2.04655
C 7.47858 2.23957 3.12959
H 5.79334 0.13090 -4.46620
H 5.98668 1.46744 -3.39571
H 4.43960 0.78047 -3.70898
H 6.70424 -0.70024 -2.34022
H 5.18274 -1.44219 -2.46423
H 3.96681 0.05798 -1.09388
H 5.42152 1.08219 -0.81617
H 6.67307 -0.74510 0.07709
H 5.39114 -1.89484 -0.02014
H 6.41783 -1.49712 2.91633
H 5.17313 -2.45928 2.06936
H 4.57689 -0.36811 4.26467
H 4.02664 -2.15579 4.28655
H 2.41125 -0.09801 3.23539
H 2.46501 -1.78343 2.67814
H 3.09653 0.55942 1.38086
H 3.01723 -0.97927 0.68429
H 5.11731 1.09391 2.79668
H 5.09646 1.77783 1.15099
H 7.66217 1.29638 1.10251
H 7.51791 0.27894 2.38600
H 7.16220 1.83808 4.09229
H 6.95284 3.17866 2.95698
H 8.54789 2.44768 3.09224
As -0.44132 0.48890 0.57512
F -0.32270 -0.96129 1.57269
F -1.49376 -0.36698 -0.63310
F -0.55074 1.99877 -0.45907
F 0.73857 1.42163 1.62898
F 0.99035 0.01542 -0.45564
F -1.92668 0.99183 1.50600
N -1.21042 4.49714 0.23484
C -1.65320 5.48676 -0.60944
C -2.61797 6.19670 0.14442
C -2.63405 5.74805 1.45382
C -1.80519 4.68179 1.45951
H -0.55236 3.79384 -0.06922
H -1.29021 5.55204 -1.62451
H -3.21367 7.02233 -0.21601
H -3.29611 6.11627 2.22356
H -1.63455 3.90140 2.18633
N 3.07996 -3.43363 -2.75112
C 3.34737 -4.20644 -3.85288
C 2.92539 -3.50821 -4.99219
C 2.45538 -2.27064 -4.59309
C 2.65269 -2.18113 -3.20207
H 3.27291 -3.63684 -1.78078
H 3.82968 -5.16748 -3.75198
H 3.04064 -3.89746 -5.99300
H 2.02752 -1.50463 -5.22281
H 2.33438 -1.45143 -2.47225
N -2.55584 3.90607 4.69056
C -1.20177 3.56972 4.78021
C -1.08096 2.17971 4.62845
C -2.39140 1.62754 4.55758
C -3.25369 2.71890 4.60544
H -2.87020 4.86580 4.70370
H -0.44517 4.33884 4.82945
H -0.16897 1.62497 4.46433
H -2.69086 0.58989 4.55683
H -4.33221 2.71685 4.66208
N 0.01903 0.30653 -3.06619
C 1.16901 0.88687 -3.52480
C 1.05931 1.13187 -4.89912
C -0.17123 0.69472 -5.22115
C -0.84180 0.23318 -4.08218
H -0.10982 -0.04533 -2.12827
H 1.92822 1.18433 -2.81661
H 1.82464 1.61038 -5.49215
H -0.59269 0.83232 -6.20595
H -1.86187 -0.09033 -3.93655
N 4.31895 4.86557 -0.92571
C 3.70218 4.89918 0.25424
C 2.87725 3.79453 0.40959
C 3.11212 3.03466 -0.75875
C 3.83607 3.78919 -1.64911
H 4.96903 5.58732 -1.20241
H 3.81552 5.77946 0.86959
H 2.34770 3.65229 1.34004
H 2.65426 2.06825 -0.90975
H 4.05574 3.59506 -2.68856
C -1.55001 -1.94928 5.70773
C -2.00720 -2.99594 6.50579
C -1.82235 -4.33791 6.20113
C -1.13891 -4.63522 5.02342
C -0.65722 -3.58106 4.17360
C -0.90119 -2.25680 4.50349
H -1.64972 -0.91182 5.99080
H -2.37840 -2.75258 7.49036
H -2.14511 -5.14068 6.84750
H -1.00327 -5.64662 4.66978
H -0.05672 -3.75149 3.29227
H -0.61049 -1.39839 3.91609
*
```